The following is a DFT calculation (ωB97M-V/def2-TZVPD) of a gas-phase ion, C10H18NO4 (charge +1) at a distorted geometry.

Computed properties:
Spin multiplicity: 3
Energy above the lowest of the compared OMol25 structures with the same formula, charge and spin, kJ/mol: 0.0
Highest occupied orbital energy (alpha / beta), eV: -10.15 / -13.66
Lowest unoccupied orbital energy (alpha / beta), Ha: -0.1051 / -0.2393
HOMO-LUMO gap (alpha / beta), eV: 7.3 / 7.1
Total charge: +1
Max |F|, Eh/bohr: 0.11876
Molar mass, g/mol: 216.26

Last column: Löwdin charge in e.
Element x y z (Å)
O 2.68392 0.02802 -0.00100  0.15
O -0.82514 -1.99519 -2.38484  0.02
O 1.40867 1.63121 -1.00643  -0.07
O -3.15221 0.24365 -1.01677  0.26
N -0.41320 1.63041 0.79521  -0.13
C -1.99217 -2.40439 -0.22859  0.01
C -2.06686 0.33510 -0.45998  -0.38
C -0.15427 2.21955 2.05285  -0.01
C 1.61949 0.61102 -0.16565  -0.43
C -0.74447 -0.34338 -0.82041  -0.02
C 2.41492 2.16189 -1.88150  0.03
C 0.53928 -2.48636 -0.43807  0.01
C 0.25320 0.32923 0.50621  0.01
C -1.84916 1.40307 0.61537  -0.04
C -0.71700 -1.85722 -0.97974  -0.57
H -2.35581 2.22983 0.07606  0.16
H 1.36632 -1.92016 -0.76731  0.07
H -2.77814 -2.43434 -0.94043  0.08
H -0.43823 0.14343 -1.75378  0.16
H -0.80117 -2.93449 -2.52869  0.10
H 3.37848 2.02597 -1.41477  0.10
H 0.49871 -2.52677 0.67791  0.12
H -0.28882 1.47835 2.83576  0.11
H 0.88988 2.52614 2.29587  0.14
H 0.64416 -3.43532 -0.78666  0.07
H 2.12083 3.10400 -2.12690  0.07
H -1.00425 2.92289 2.32963  0.15
H 2.54588 1.47765 -2.74378  0.12
H -0.03019 2.29202 0.11471  0.18
H 0.40988 -0.28716 1.39167  0.17
H -2.13193 -1.77711 0.74495  0.13
H -1.77823 -3.42007 0.02709  0.08
H -2.46982 1.33802 1.53942  0.16

***

The following is a DFT calculation (ωB97M-V/def2-TZVPD) of a single C3H5N3 molecule at a distorted geometry.

Computed properties:
Energy above the lowest of the compared OMol25 structures with the same formula, charge and spin, kJ/mol: 329.2
Highest occupied orbital energy, eV: -9.50
Lowest unoccupied orbital energy, Ha: 0.0294
HOMO-LUMO gap, eV: 10.3
Total charge: 0
Structure (SMILES): Cn1cncn1
Max |F|, Eh/bohr: 0.07017
Molar mass, g/mol: 83.09

Last column: Löwdin charge in e.
Element x y z (Å)
N -0.16881 -0.16750 -0.02594  -0.20
N 0.65153 -1.23950 -0.13688  0.08
N 1.79431 0.67822 0.25908  0.01
C 0.53164 0.96134 0.12361  -0.18
C 1.87384 -0.69883 0.03260  -0.22
C -1.60697 -0.30680 0.03381  -0.02
H 2.69641 -0.15944 -0.56002  0.13
H -2.07134 0.67291 -0.11658  0.09
H -1.89724 -0.70159 1.00931  0.09
H 0.11866 1.95483 0.13134  0.12
H -1.92204 -0.99363 -0.75033  0.09

***

What is the max |F| in the first record? 0.11876 Eh/bohr

***

What is the formula in the second record? C3H5N3

***

What did the first record say?
The following is a DFT calculation (ωB97M-V/def2-TZVPD) of a gas-phase ion, C10H18NO4 (charge +1) at a distorted geometry.

Computed properties:
Spin multiplicity: 3
Energy above the lowest of the compared OMol25 structures with the same formula, charge and spin, kJ/mol: 0.0
Highest occupied orbital energy (alpha / beta), eV: -10.15 / -13.66
Lowest unoccupied orbital energy (alpha / beta), Ha: -0.1051 / -0.2393
HOMO-LUMO gap (alpha / beta), eV: 7.3 / 7.1
Total charge: +1
Max |F|, Eh/bohr: 0.11876
Molar mass, g/mol: 216.26

Last column: Löwdin charge in e.
Element x y z (Å)
O 2.68392 0.02802 -0.00100  0.15
O -0.82514 -1.99519 -2.38484  0.02
O 1.40867 1.63121 -1.00643  -0.07
O -3.15221 0.24365 -1.01677  0.26
N -0.41320 1.63041 0.79521  -0.13
C -1.99217 -2.40439 -0.22859  0.01
C -2.06686 0.33510 -0.45998  -0.38
C -0.15427 2.21955 2.05285  -0.01
C 1.61949 0.61102 -0.16565  -0.43
C -0.74447 -0.34338 -0.82041  -0.02
C 2.41492 2.16189 -1.88150  0.03
C 0.53928 -2.48636 -0.43807  0.01
C 0.25320 0.32923 0.50621  0.01
C -1.84916 1.40307 0.61537  -0.04
C -0.71700 -1.85722 -0.97974  -0.57
H -2.35581 2.22983 0.07606  0.16
H 1.36632 -1.92016 -0.76731  0.07
H -2.77814 -2.43434 -0.94043  0.08
H -0.43823 0.14343 -1.75378  0.16
H -0.80117 -2.93449 -2.52869  0.10
H 3.37848 2.02597 -1.41477  0.10
H 0.49871 -2.52677 0.67791  0.12
H -0.28882 1.47835 2.83576  0.11
H 0.88988 2.52614 2.29587  0.14
H 0.64416 -3.43532 -0.78666  0.07
H 2.12083 3.10400 -2.12690  0.07
H -1.00425 2.92289 2.32963  0.15
H 2.54588 1.47765 -2.74378  0.12
H -0.03019 2.29202 0.11471  0.18
H 0.40988 -0.28716 1.39167  0.17
H -2.13193 -1.77711 0.74495  0.13
H -1.77823 -3.42007 0.02709  0.08
H -2.46982 1.33802 1.53942  0.16

***

energy above the lowest of the compared OMol25 structures with the same formula, charge and spin of number 1 (C10H18NO4)? 0.0 kJ/mol